This record from the OMol25 dataset describes the molecule C4H4O2. The level of theory is ωB97M-V/def2-TZVPD.

As for the relative energy (zero: lowest compared OMol25 entry of this formula, charge and spin): 249.0 kJ/mol. Its SMILES is COC#CC=O. The HOMO energy is -9.88 eV.

Atoms and positions in Å:
C (-1.9562, 0.3142, -0.1433)
O (-0.9430, 0.9053, -0.9903)
C (0.2355, 0.5180, -0.6288)
C (1.2774, 0.0919, -0.1902)
C (2.3815, -0.5948, 0.4275)
O (2.2544, -1.2096, 1.4652)
H (-2.8931, 0.8075, -0.3942)
H (-2.0120, -0.7586, -0.3468)
H (-1.6924, 0.4814, 0.9041)
H (3.3478, -0.5551, -0.1033)

Cartesian forces (eV/Å) of the 6 atoms listed first:
C -0.285 -0.088 0.157
O 0.364 -0.001 -0.004
C 0.294 -0.197 0.160
C -0.495 0.118 -0.131
C 0.008 -0.188 0.234
O 0.164 0.203 -0.358

Formally, the natural (NBO) partial charges of the atoms, in units of the elementary charge, are as follows:
1. C -0.25
2. O -0.47
3. C 0.40
4. C -0.28
5. C 0.37
6. O -0.50
7. H 0.20
8. H 0.19
9. H 0.20
10. H 0.13



This record from the OMol25 dataset describes the molecule C4H4O2. The level of theory is ωB97M-V/def2-TZVPD.

As for the relative energy (zero: lowest compared OMol25 entry of this formula, charge and spin): 193.9 kJ/mol. Its SMILES is C#C[C@@H](O)C=O. The HOMO energy is -10.35 eV.

Atoms and positions in Å:
C (-1.4430, 1.4902, 0.7035)
C (-0.9970, 0.4721, 0.2389)
C (-0.2041, -0.6911, -0.2128)
O (-0.1559, -0.8715, -1.5926)
C (1.1813, -0.3524, 0.3395)
O (2.0913, -0.0857, -0.4055)
H (-1.8384, 2.3958, 1.1080)
H (-0.5785, -1.6078, 0.2621)
H (0.6798, -0.4641, -1.8808)
H (1.2645, -0.2855, 1.4398)

Cartesian forces (eV/Å) of the 6 atoms listed first:
C 0.158 -0.440 -0.201
C -0.204 0.524 0.261
C -0.032 0.026 0.180
O 0.079 0.126 -0.068
C 0.390 0.146 -0.226
O -0.360 -0.218 0.353

Formally, the natural (NBO) partial charges of the atoms, in units of the elementary charge, are as follows:
1. C -0.21
2. C -0.04
3. C -0.07
4. O -0.68
5. C 0.44
6. O -0.52
7. H 0.24
8. H 0.22
9. H 0.49
10. H 0.13



This record from the OMol25 dataset describes the molecule C4H4O2. The level of theory is ωB97M-V/def2-TZVPD.

As for the relative energy (zero: lowest compared OMol25 entry of this formula, charge and spin): 429.4 kJ/mol. The HOMO energy (spin up / spin down) is -7.36 / -8.37 eV.

Atoms and positions in Å:
C (-0.8153, -1.5679, -1.4456)
C (0.6733, 1.5098, 0.7318)
C (0.6673, 0.2245, 0.4070)
C (-0.4120, -0.6568, 0.4190)
O (-1.4100, -0.8950, -2.1756)
O (-0.2880, -1.8823, -0.2874)
H (1.6330, 1.9646, 0.7332)
H (-0.1172, 1.9080, 1.3314)
H (1.5810, -0.2373, -0.0908)
H (-1.5120, -0.3678, 0.3770)

Cartesian forces (eV/Å) of the 6 atoms listed first:
C 1.457 -4.019 -2.082
C 0.338 0.388 1.225
C 0.940 -2.433 -2.070
C -2.046 0.537 0.500
O -1.073 2.056 0.262
O -0.240 1.362 0.753

Formally, the natural (NBO) partial charges of the atoms, in units of the elementary charge, are as follows:
1. C 0.74
2. C -0.35
3. C -0.30
4. C 0.07
5. O -0.49
6. O -0.47
7. H 0.20
8. H 0.20
9. H 0.22
10. H 0.18



This record from the OMol25 dataset describes the molecule C4H4O2. The level of theory is ωB97M-V/def2-TZVPD.

As for the relative energy (zero: lowest compared OMol25 entry of this formula, charge and spin): 192.2 kJ/mol. Its SMILES is C#CCOC=O. The HOMO energy is -10.52 eV.

Atoms and positions in Å:
C (0.0023, 1.8076, -1.8718)
C (-0.2101, 0.8450, -1.1822)
C (-0.2852, -0.3708, -0.3792)
O (-0.8632, -0.0904, 0.9018)
C (-0.2150, -0.7797, 1.8707)
O (-0.0236, -1.9630, 1.8687)
H (0.2201, 2.6507, -2.4872)
H (0.7400, -0.7012, -0.1921)
H (-0.8078, -1.1859, -0.8819)
H (0.1823, -0.0893, 2.6238)

Cartesian forces (eV/Å) of the 6 atoms listed first:
C -0.099 -0.469 0.305
C 0.123 0.445 -0.446
C 0.225 -0.184 -0.273
O 0.244 0.171 0.119
C 0.106 -0.493 0.273
O -0.036 0.645 -0.113

Formally, the natural (NBO) partial charges of the atoms, in units of the elementary charge, are as follows:
1. C -0.19
2. C -0.05
3. C -0.15
4. O -0.52
5. C 0.65
6. O -0.54
7. H 0.24
8. H 0.21
9. H 0.22
10. H 0.12



This record from the OMol25 dataset describes the molecule C4H4O2. The level of theory is ωB97M-V/def2-TZVPD.

As for the relative energy (zero: lowest compared OMol25 entry of this formula, charge and spin): 575.6 kJ/mol. The HOMO energy (spin up / spin down) is -8.80 / -8.79 eV.

Atoms and positions in Å:
C (-0.7663, -0.2261, -0.3331)
C (-1.2129, 1.1351, -0.3359)
C (0.3666, -0.7387, 0.0780)
C (1.4812, -1.3751, 0.1460)
O (-0.6880, 2.0019, 0.4695)
O (0.1106, 1.6328, 1.4906)
H (-1.4152, -0.8396, -0.8245)
H (-1.8791, 1.6025, -1.0674)
H (2.1915, -1.3399, -0.7146)
H (1.8116, -1.8529, 1.0913)

Cartesian forces (eV/Å) of the 6 atoms listed first:
C 0.081 1.624 0.568
C 2.241 1.212 1.602
C 0.063 0.280 -0.444
C 1.387 -0.405 0.598
O -1.556 -0.135 -0.792
O 0.193 -0.430 -0.599

Formally, the natural (NBO) partial charges of the atoms, in units of the elementary charge, are as follows:
1. C -0.43
2. C 0.27
3. C 0.25
4. C -0.49
5. O -0.09
6. O -0.43
7. H 0.23
8. H 0.20
9. H 0.25
10. H 0.25



This record from the OMol25 dataset describes a 2-piece molecular cluster, C4H4O2 overall. The level of theory is ωB97M-V/def2-TZVPD.

As for the relative energy (zero: lowest compared OMol25 entry of this formula, charge and spin): 355.2 kJ/mol. As for the spin multiplicity: 3. The HOMO energy (spin up / spin down) is -7.54 / -10.53 eV.

Atoms and positions in Å:
C (-0.6217, -0.8563, -1.5782)
C (0.6073, -0.2360, 1.7041)
C (0.4204, 0.8713, 1.0716)
C (-0.2315, 0.4619, -1.3123)
O (-0.4417, -2.0032, -1.7785)
O (-1.6184, 0.0243, -1.3853)
H (0.8449, -0.2473, 2.7678)
H (0.5491, -1.2070, 1.2432)
H (0.3953, 1.9241, 1.2019)
H (0.0963, 1.2682, -1.9342)

Cartesian forces (eV/Å) of the 6 atoms listed first:
C 1.691 -0.265 0.288
C 0.135 -0.021 0.539
C 0.233 0.128 0.869
C -0.851 -0.970 -1.807
O -0.432 -0.369 -0.124
O -0.954 0.727 0.210

Formally, the natural (NBO) partial charges of the atoms, in units of the elementary charge, are as follows:
1. C 0.70
2. C -0.52
3. C -0.09
4. C 0.05
5. O -0.52
6. O -0.42
7. H 0.22
8. H 0.22
9. H 0.18
10. H 0.19



This record from the OMol25 dataset describes C4H4O2Pb as an isolated structure. The level of theory is ωB97M-V/def2-TZVPD.

As for the relative energy (zero: lowest compared OMol25 entry of this formula, charge and spin): 215.6 kJ/mol. As for the charge: +3. As for the spin multiplicity: 2. The HOMO energy (spin up / spin down) is -21.68 / -21.98 eV.

Atoms and positions in Å:
C (1.1006, -1.5243, -1.7565)
O (2.0347, -2.0225, -1.2508)
H (2.8041, -2.6069, -1.4732)
C (-0.4139, -0.0627, -0.9139)
C (-0.2717, 0.4603, 0.3366)
C (-0.8010, 0.6386, 1.5707)
O (-1.2949, 1.5761, 2.1856)
Pb (-1.9325, 3.5286, 2.4584)
H (-0.3314, 0.6471, -1.7499)
H (-1.2691, -0.7253, -1.1094)
H (0.3751, 0.0910, 1.7023)

Cartesian forces (eV/Å) of the 6 atoms listed first:
C 0.776 -0.569 -0.116
O -0.870 0.648 -0.074
H 0.477 -0.429 -0.142
C -1.622 -0.503 -1.327
C -1.562 0.954 3.572
C 3.793 -1.002 -5.366

Formally, the natural (NBO) partial charges of the atoms, in units of the elementary charge, are as follows:
1. C 0.90
2. O -0.59
3. H 0.67
4. C -0.37
5. C 0.03
6. C 0.36
7. O -0.86
8. Pb 1.89
9. H 0.32
10. H 0.29
11. H 0.35



This record from the OMol25 dataset describes the molecule C4H4O2S. The level of theory is ωB97M-V/def2-TZVPD.

As for the relative energy (zero: lowest compared OMol25 entry of this formula, charge and spin): 288.1 kJ/mol. Its SMILES is CC#CC(=O)SO. The HOMO energy is -9.57 eV.

Atoms and positions in Å:
C (0.6210, 2.1390, 0.4938)
C (0.2126, 0.7631, 0.4012)
C (-0.2990, -0.3613, 0.3707)
C (-1.0536, -1.5533, 0.3705)
O (-2.0520, -1.6176, 1.0465)
S (-0.6048, -2.9396, -0.7214)
O (0.7121, -2.3626, -1.5425)
H (1.5767, 2.2499, 0.0709)
H (0.5300, 2.5683, 1.6238)
H (-0.1205, 2.7441, -0.0775)
H (0.4774, -1.6299, -2.0360)

Cartesian forces (eV/Å) of the 6 atoms listed first:
C -1.961 1.454 2.348
C -1.903 -3.412 0.223
C 2.416 3.752 -0.311
C -0.770 -0.969 -0.071
O -0.034 -0.679 -0.090
S -0.109 0.921 0.340

Formally, the natural (NBO) partial charges of the atoms, in units of the elementary charge, are as follows:
1. C -0.70
2. C 0.14
3. C -0.18
4. C 0.31
5. O -0.51
6. S 0.53
7. O -0.83
8. H 0.24
9. H 0.25
10. H 0.25
11. H 0.48



This record from the OMol25 dataset describes a 2-piece molecular cluster, C4H4O2S overall. The level of theory is ωB97M-V/def2-TZVPD.

As for the relative energy (zero: lowest compared OMol25 entry of this formula, charge and spin): 582.7 kJ/mol. The HOMO energy is -10.49 eV.

Atoms and positions in Å:
C (-0.2952, -1.0257, 1.4662)
C (-0.7301, -0.3997, 0.5392)
C (3.0375, 0.6817, -0.8505)
C (2.1569, 1.1254, -0.1629)
O (-2.7334, 1.1834, 0.0564)
O (-2.5408, -0.9644, -1.2542)
S (-1.8337, 0.4066, -0.7321)
H (0.3333, -1.4815, 2.0758)
H (3.9610, 0.3811, -1.3359)
H (-2.9669, -1.4058, -0.4410)
H (1.6114, 1.4990, 0.6392)

Cartesian forces (eV/Å) of the 6 atoms listed first:
C -1.451 1.840 -2.605
C -1.699 0.440 -1.134
C 0.501 0.191 0.143
C 1.475 -0.620 -0.687
O -1.149 0.671 0.765
O -0.711 -0.495 2.093

Formally, the natural (NBO) partial charges of the atoms, in units of the elementary charge, are as follows:
1. C -0.18
2. C -0.34
3. C -0.23
4. C -0.24
5. O -0.92
6. O -0.87
7. S 1.58
8. H 0.21
9. H 0.24
10. H 0.50
11. H 0.23



This record from the OMol25 dataset describes the molecule C4H4O2S. The level of theory is ωB97M-V/def2-TZVPD.

As for the relative energy (zero: lowest compared OMol25 entry of this formula, charge and spin): 175.5 kJ/mol. Its SMILES is O=C/C=C\SC=O. The HOMO energy is -9.39 eV.

Atoms and positions in Å:
O (1.7547, 0.4872, -1.1834)
C (1.7274, 0.4790, 0.0198)
C (1.2033, -0.6026, 0.9129)
C (0.1224, -1.2859, 0.5798)
S (-1.1034, -0.7908, -0.5380)
C (-1.4234, 0.9272, -0.1107)
O (-1.0027, 1.4626, 0.8782)
H (2.2803, 1.2834, 0.5596)
H (1.8278, -0.6603, 1.7758)
H (-0.2110, -2.1428, 1.1432)
H (-2.0369, 1.4681, -0.8409)

Cartesian forces (eV/Å) of the 6 atoms listed first:
O -0.449 -0.268 0.051
C 0.880 0.622 0.376
C 0.122 1.247 -1.748
C -0.401 -0.425 1.291
S -0.530 0.368 -1.238
C 0.770 -0.054 0.930

Formally, the natural (NBO) partial charges of the atoms, in units of the elementary charge, are as follows:
1. O -0.51
2. C 0.40
3. C -0.28
4. C -0.32
5. S 0.24
6. C 0.26
7. O -0.53
8. H 0.11
9. H 0.23
10. H 0.22
11. H 0.16



This record from the OMol25 dataset describes C4H4O3 as an isolated structure. The level of theory is ωB97M-V/def2-TZVPD.

As for the relative energy (zero: lowest compared OMol25 entry of this formula, charge and spin): 529.8 kJ/mol. The HOMO energy is -9.87 eV.

Atoms and positions in Å:
O (-2.2325, 1.4818, -0.5658)
C (-1.6048, 1.3334, 0.4522)
C (0.3671, -0.5134, 0.0142)
C (0.6178, -1.7578, 0.5032)
O (0.0688, -2.2958, -0.4870)
C (1.2110, 0.2913, -0.8444)
O (1.7443, 1.2772, -0.3776)
H (-0.6500, 1.8628, 0.6437)
H (1.0790, -2.2259, 1.3740)
H (-1.9463, 0.6652, 1.2679)
H (1.3036, -0.0257, -1.9000)

Cartesian forces (eV/Å) of the 6 atoms listed first:
O 0.215 -0.025 0.421
C -0.183 0.099 -0.194
C 0.188 -0.145 0.009
C 0.006 0.042 -0.139
O 0.128 0.043 0.112
C 0.168 0.193 0.198

Formally, the natural (NBO) partial charges of the atoms, in units of the elementary charge, are as follows:
1. O -0.52
2. C 0.27
3. C 0.07
4. C 0.27
5. O -0.45
6. C 0.31
7. O -0.52
8. H 0.12
9. H 0.19
10. H 0.11
11. H 0.15



This record from the OMol25 dataset describes a 2-piece molecular cluster, C4H4O3 overall. The level of theory is ωB97M-V/def2-TZVPD.

As for the relative energy (zero: lowest compared OMol25 entry of this formula, charge and spin): 220.3 kJ/mol. The HOMO energy is -10.21 eV.

Atoms and positions in Å:
O (1.9072, 0.1677, -2.8971)
C (1.6949, -0.4434, -1.9646)
O (0.4363, 1.8688, -0.4925)
C (0.4687, 1.1278, 0.4585)
C (-0.6895, 0.2591, 0.8698)
C (-0.9562, -1.0578, 0.2840)
O (-0.3626, -0.9228, 1.5702)
H (-1.5381, 0.8203, 1.2662)
H (1.3489, 1.0633, 1.1237)
H (-0.3225, -1.4699, -0.5026)
H (-1.9871, -1.4131, 0.2845)

Cartesian forces (eV/Å) of the 6 atoms listed first:
O -0.244 -0.798 1.163
C 0.333 0.761 -1.284
O -0.024 -0.231 0.422
C -0.164 0.156 -0.300
C -0.145 0.221 -0.097
C -0.140 -0.129 -0.279

Formally, the natural (NBO) partial charges of the atoms, in units of the elementary charge, are as follows:
1. O -0.49
2. C 0.49
3. O -0.50
4. C 0.42
5. C -0.06
6. C -0.09
7. O -0.48
8. H 0.20
9. H 0.12
10. H 0.20
11. H 0.19



| no. | F_max (hartree/bohr) |
| --- | --- |
| 1 | 0.0102 |
| 2 | 0.0120 |
| 3 | 0.0925 |
| 4 | 0.0128 |
| 5 | 0.0585 |
| 6 | 0.0432 |
| 7 | 0.1293 |
| 8 | 0.0870 |
| 9 | 0.0767 |
| 10 | 0.0418 |
| 11 | 0.0092 |
| 12 | 0.0297 |